Below is the molecule C3H5NO2, with properties calculated with ωB97M-V/def2-TZVPD.

The geometry in XYZ format:
```
11
Properties=species:S:1:pos:R:3:forces:R:3
O -1.123914 0.101705 1.434935 0.1 0.1 0.2
C -0.472950 0.641481 0.303157 0.1 0.2 -0.2
C 0.472365 -0.418958 -0.270731 0.2 0.3 0.0
O -0.206551 -1.616166 -0.535327 -0.2 0.0 0.2
C 1.065371 0.109134 -1.510764 0.4 0.5 -0.9
N 1.515431 0.618778 -2.445533 -0.4 -0.5 0.9
H -0.645876 0.454002 2.190327 -0.2 -0.2 0.3
H -1.228056 0.920475 -0.437077 0.1 -0.1 0.0
H 0.101164 1.533177 0.576632 -0.1 0.0 -0.2
H 1.289776 -0.579365 0.451395 -0.1 0.0 -0.1
H -0.766759 -1.764262 0.242985 0.0 -0.1 -0.2
```
Forces are in eV/Å.

Output
relative energy (zero: lowest compared OMol25 entry of this formula, charge and spin): 148.1 kJ/mol
LUMO level: 0.4 eV
E: -322.51793 hartree
frontier orbital gap: 11.3 eV

Below is a cluster of 13 separate species, H24O16S in total, with properties calculated with ωB97M-V/def2-TZVPD.

The geometry in XYZ format:
```
41
Properties=species:S:1:pos:R:3:forces:R:3
S 0.041262 -0.063440 0.105222 -3.5 -2.4 2.3
O -0.179561 -0.709587 1.434387 0.6 1.1 -0.7
O -0.882113 1.057045 -0.028409 1.3 0.1 -1.2
O 1.384051 0.355434 -0.131994 1.8 0.0 -0.4
O -0.374837 -1.107449 -0.817187 0.1 -0.9 -1.5
O 3.383056 1.293943 1.015127 1.4 -0.3 0.5
H 3.693986 0.450684 1.355402 0.5 0.1 0.6
H 2.732818 0.909368 0.429003 -0.9 0.7 -0.3
O 1.193804 -3.262887 -1.200391 -6.7 -4.6 7.0
H 1.667145 -2.862952 -1.754844 6.4 5.1 -7.2
H 0.481900 -2.591979 -1.015918 0.6 -0.7 0.2
O -0.014994 0.102281 -3.089308 3.2 1.2 -0.2
H 0.078717 -0.479389 -2.344499 -1.6 -1.6 0.8
H 0.910805 0.470076 -2.813196 -1.8 0.3 -2.0
O 3.187738 -0.806170 -1.849158 -4.2 2.2 -10.9
H 2.709513 -0.491196 -1.209647 -5.0 3.0 5.5
H 3.808392 -1.172442 -1.454231 9.3 -5.5 5.2
O -1.410470 2.393155 -2.298976 -8.6 8.6 6.8
H -1.438810 2.118614 -1.345489 0.0 0.0 -2.0
H -0.881128 1.905996 -2.678048 8.2 -8.6 -6.1
O 0.039710 0.666530 3.579682 2.1 3.1 4.3
H -0.033605 0.203596 2.822478 -0.4 -2.3 -4.4
H -0.749674 0.514356 4.046600 -1.6 -0.2 0.8
O 1.808896 1.938906 -2.161749 -2.0 2.9 -1.5
H 0.955009 2.584864 -2.240483 2.9 -2.8 0.9
H 1.718858 1.288159 -1.450509 -0.6 0.8 0.5
O -0.853679 3.581021 0.342717 0.1 -0.3 -1.2
H -0.417075 4.045277 -0.423414 -0.9 -1.3 1.1
H -1.037157 2.588872 0.102162 1.4 3.1 0.9
O -2.701541 -1.099959 2.475584 -0.4 -1.3 -0.2
H -3.097372 -1.979433 2.295746 0.4 0.9 0.1
H -1.944858 -1.040973 1.853191 0.2 -0.2 0.4
O -2.626043 -2.583047 -1.540662 -3.0 -2.0 -2.3
H -2.611652 -2.432701 -2.509478 0.0 -0.1 1.0
H -1.920845 -2.102864 -1.224470 2.8 2.1 1.3
O 0.200720 -2.513912 3.242221 -1.2 -0.8 -0.6
H 0.878742 -2.509393 3.904314 0.4 0.9 0.0
H 0.077612 -1.710601 2.666325 1.0 -0.8 0.9
O -2.778713 1.359208 1.386227 -1.4 -2.5 1.4
H -2.015312 1.318879 0.723231 -1.9 -0.8 1.9
H -2.983295 0.374110 1.802444 0.9 3.8 -1.8
```
Forces are in eV/Å.

Output
relative energy (zero: lowest compared OMol25 entry of this formula, charge and spin): 628.3 kJ/mol
LUMO level: 5.2 eV
net charge: -2
E: -1616.38639 hartree
frontier orbital gap: 8.6 eV

Below is a cluster of 3 separate species, C28H53NO9P in total, with properties calculated with ωB97M-V/def2-TZVPD.

The geometry in XYZ format:
```
92
Properties=species:S:1:pos:R:3:forces:R:3
C 5.498321 4.636980 -3.113970 0.0 -0.6 0.0
C 4.307369 3.861250 -2.623852 -0.3 0.2 -0.1
C 4.445456 2.692377 -1.877984 -0.5 0.4 -0.1
C 3.307382 2.030977 -1.434885 0.4 -0.1 0.0
C 2.030337 2.494393 -1.729274 0.2 0.2 0.0
C 1.866463 3.654545 -2.479818 0.5 0.0 -0.2
C 0.523835 4.264492 -2.825095 0.8 -0.6 -0.1
C -0.481854 3.350927 -3.514034 -1.7 0.5 0.0
C -1.066285 2.169476 -2.753487 -0.1 -0.9 0.5
N -2.018929 2.800566 -1.819263 0.2 0.3 -0.3
C -2.473347 3.894953 -2.311479 -0.5 0.0 -0.4
C -3.430945 4.777282 -1.621541 0.4 -0.1 0.7
C -2.713783 5.452931 -0.404122 0.2 0.1 -0.5
C -2.820868 6.972038 -0.450381 0.5 -0.1 0.6
O -2.269714 7.510935 0.741975 -0.3 0.0 -0.1
C -1.846757 4.180563 -3.648608 0.8 1.3 0.2
O -1.743813 5.613670 -3.622948 0.4 -0.4 0.1
P -2.937390 3.690130 -5.138051 -0.7 -1.3 0.0
C -1.709284 3.690869 -6.500805 0.1 0.6 0.5
O -3.692988 5.099188 -5.481909 0.4 0.2 0.1
C 3.021718 4.318798 -2.910142 -0.2 -0.3 0.1
H 6.128741 4.935846 -2.281241 0.1 0.2 0.0
H 6.099005 3.994490 -3.757043 0.1 0.0 -0.1
H 5.186973 5.495152 -3.695033 0.1 0.3 0.0
H 5.436662 2.340761 -1.636307 0.1 -0.2 0.1
H 3.441919 1.133092 -0.848879 -0.2 -0.1 0.1
H 1.183054 1.956942 -1.335277 0.0 0.0 0.1
H 0.728957 5.068507 -3.524911 -0.1 0.2 0.0
H 0.100113 4.734237 -1.939562 -0.2 0.0 0.1
H -0.191288 2.970094 -4.485876 0.5 0.2 0.0
H -0.402667 1.482930 -2.243440 0.2 0.3 0.1
H -1.671371 1.542182 -3.407493 0.0 0.0 -0.3
H -2.288960 2.450210 -0.910945 0.0 -0.2 0.0
H -4.239291 4.159895 -1.239590 -0.3 0.1 -0.1
H -3.783174 5.539673 -2.302864 -0.2 0.0 -0.1
H -1.649961 5.221848 -0.438130 0.1 -0.1 0.1
H -3.088420 5.071698 0.539941 -0.2 0.0 0.1
H -3.859528 7.284633 -0.503990 -0.1 0.1 -0.1
H -2.256404 7.340108 -1.305404 -0.3 0.1 -0.3
H -1.348285 7.729569 0.590918 0.1 0.1 0.0
H -1.233844 5.910181 -4.384265 -0.1 0.1 -0.2
H -0.708590 3.925816 -6.144101 0.1 -0.1 -0.1
H -1.723854 2.728220 -6.993057 0.1 -0.1 -0.1
H -1.981190 4.482325 -7.194958 -0.2 -0.1 -0.2
H -4.114002 5.503759 -4.716785 -0.2 0.1 -0.1
H 2.903957 5.233449 -3.477568 0.1 0.1 -0.1
C 1.966997 0.453099 1.897540 0.1 -0.1 0.0
O 2.769765 -0.698402 1.947688 -0.1 0.0 0.1
C 3.904025 -0.526518 2.787105 0.0 -0.1 -0.2
C 4.507211 -1.865565 3.148080 0.1 0.0 0.1
O 3.827264 -2.529219 4.201134 0.0 0.0 -0.1
C 2.592193 -3.148001 3.870827 0.0 0.0 0.2
C 2.739507 -4.444230 3.107333 -0.1 0.1 -0.3
O 2.964743 -4.188660 1.729234 0.1 0.1 0.0
C 3.472969 -5.320634 1.057675 -0.1 0.1 0.0
H 2.531748 1.310949 1.510001 -0.1 0.1 0.1
H 1.132907 0.243517 1.226908 0.0 0.0 0.0
H 1.565870 0.698408 2.888031 0.0 0.1 0.0
H 3.617034 -0.000294 3.705086 0.0 0.0 0.0
H 4.649761 0.075783 2.249428 0.0 0.1 0.1
H 5.512890 -1.681651 3.531097 0.0 0.0 0.0
H 4.597330 -2.503960 2.266966 -0.1 0.1 -0.1
H 1.933828 -2.456655 3.340603 0.0 -0.1 -0.1
H 2.126874 -3.380467 4.830626 0.0 0.0 0.0
H 1.813429 -5.028857 3.205206 0.1 -0.1 0.1
H 3.570983 -5.022764 3.526238 0.0 0.0 0.1
H 4.449973 -5.608548 1.461521 0.0 -0.1 0.0
H 3.594353 -5.056128 0.009036 0.0 0.0 0.0
H 2.783671 -6.169422 1.133621 0.0 0.0 0.0
C -5.798054 -6.166025 4.108210 0.0 0.1 0.0
O -4.464438 -5.823391 3.804268 0.0 -0.2 -0.1
C -3.550956 -6.359749 4.746664 -0.1 0.2 -0.1
C -2.141880 -6.336665 4.199033 0.1 -0.1 0.1
O -1.852518 -7.410086 3.315393 0.0 0.1 0.0
C -2.381579 -7.320543 2.000923 0.1 -0.1 0.0
C -1.635108 -6.353153 1.110592 -0.2 0.2 0.0
O -2.053820 -5.019502 1.353664 0.1 0.0 0.1
C -1.138880 -4.082322 0.840362 0.0 0.0 0.0
H -6.087641 -5.792542 5.097109 0.0 0.0 0.0
H -6.436999 -5.707048 3.356434 0.0 0.0 0.0
H -5.940433 -7.252138 4.074826 0.0 0.0 0.1
H -3.824716 -7.392369 4.993751 0.0 0.0 0.0
H -3.593285 -5.752197 5.661535 0.0 -0.1 0.1
H -1.459080 -6.473363 5.040260 0.0 0.0 0.0
H -1.916795 -5.371690 3.739564 -0.1 0.0 0.0
H -3.449585 -7.094847 2.016041 0.0 0.1 0.0
H -2.257783 -8.319870 1.579069 0.0 0.0 0.0
H -1.838217 -6.596726 0.058339 0.1 -0.1 0.0
H -0.558133 -6.450164 1.296737 0.0 0.0 0.0
H -0.162670 -4.180431 1.330999 0.1 0.0 -0.1
H -1.531007 -3.086612 1.043873 0.0 0.0 0.0
H -1.015226 -4.203301 -0.243097 0.1 0.0 0.0
```
Forces are in eV/Å.

Output
relative energy (zero: lowest compared OMol25 entry of this formula, charge and spin): 0.0 kJ/mol
LUMO level: -3.8 eV
net charge: +1
E: -2171.60128 hartree
frontier orbital gap: 6.7 eV

Below is the molecule C8H7O4P, with properties calculated with ωB97M-V/def2-TZVPD.

The geometry in XYZ format:
```
20
Properties=species:S:1:pos:R:3:forces:R:3
C -2.528251 0.423004 -0.617590 -1.7 1.3 0.5
C -2.217071 -0.826143 -0.142609 0.8 -0.7 0.7
C -1.712140 1.509059 -0.454339 2.8 1.3 -0.2
C -0.985102 -1.065360 0.518688 -0.8 0.5 -1.0
C -0.446818 1.236922 0.112370 -0.5 0.8 -0.3
C -0.124537 -0.016652 0.588500 0.6 1.7 0.0
C 0.773827 2.116771 0.266805 -1.6 -0.6 0.2
C 1.349467 0.016625 0.985221 -1.0 -1.3 -1.7
O 0.901962 3.294401 0.201158 0.1 0.5 -0.4
O 3.599512 -1.072463 -0.262724 4.1 0.3 -0.4
O 1.773822 1.279758 0.606163 1.6 1.0 0.1
O 1.334581 -1.540816 -1.237992 -0.5 0.0 -2.7
P 2.240284 -1.327349 0.017562 -4.1 -0.4 2.4
H -3.569929 0.621017 -0.904568 0.6 -0.3 -0.5
H -3.034732 -1.487007 -0.355840 0.3 -1.1 0.5
H -1.831231 2.539067 -0.866886 -0.5 -1.0 0.5
H -0.425519 -1.907384 0.818541 -1.0 -2.0 0.3
H 1.633886 -1.234473 -2.144962 -0.2 -0.4 1.8
H 1.513749 -0.098145 2.025956 0.2 -0.4 1.2
H 1.754246 -2.460837 0.846545 0.8 0.8 -0.9
```
Forces are in eV/Å.

Output
relative energy (zero: lowest compared OMol25 entry of this formula, charge and spin): 0.0 kJ/mol
LUMO level: 0.2 eV
E: -951.39101 hartree
frontier orbital gap: 10.1 eV